No. 1
ORCA calculation (the ωB97M-V functional and the def2-TZVPD basis) on a structure of composition C17H36NO16S3Tl at a distorted geometry.

Structure (ORCA input):
```
! wB97M-V def2-TZVPD RIJCOSX def2/J DEFGRID3
* xyz 1 2
Tl 2.912 -4.194 -0.581
S -2.337 -0.948 -4.976
S 2.811 2.754 -0.132
S -0.577 3.718 2.799
O 0.791 -4.222 -2.874
O 2.624 4.147 0.371
O -3.532 -0.871 -5.786
O 0.102 -0.481 0.236
O 4.323 2.644 -0.838
O 0.734 3.116 3.149
O -1.236 -1.564 -0.927
O 1.648 0.068 4.411
O 1.995 0.702 6.396
O -0.138 -5.620 -4.224
O 1.860 2.253 -1.100
O -1.730 2.910 3.694
O -2.376 0.585 -4.307
O 0.886 -2.036 -0.917
O -1.006 -1.228 -5.557
O -0.653 5.178 2.969
N -0.078 -1.361 -0.555
C -1.053 3.248 1.028
C -1.093 2.608 -4.151
C 0.600 -0.262 3.527
C -2.671 -1.976 -3.449
C -2.784 3.614 4.357
C -1.215 -5.397 -2.049
C -1.410 -6.394 -4.270
C -0.056 -5.048 -3.055
C -0.665 -0.205 4.276
C 2.901 1.372 1.204
C 4.612 1.428 -1.520
C 1.219 0.384 5.513
C -1.880 -6.590 -2.854
C -0.286 0.294 5.608
C -2.389 3.348 5.883
C 6.109 1.199 -1.553
C -1.222 1.153 -3.733
H -0.471 3.927 0.406
H 2.748 0.429 0.678
H -1.427 0.353 3.731
H -1.436 -7.554 -2.605
H -0.122 2.807 -4.604
H 3.894 1.314 1.650
H -1.116 1.195 -2.649
H -1.442 -7.372 -4.752
H -3.362 -2.741 -3.803
H -1.865 2.687 -4.916
H -0.623 -0.408 6.371
H -1.349 3.669 5.936
H -2.089 -5.871 -4.944
H -2.577 2.297 6.101
H -1.710 -2.321 -3.067
H 4.220 0.467 -1.185
H -0.530 1.349 5.725
H -0.754 -5.713 -1.113
H 6.394 0.445 -2.287
H -2.948 -6.641 -2.642
H -1.011 -1.237 4.327
H -1.885 -4.540 -1.979
H 6.533 2.137 -1.911
H -0.322 0.584 -3.965
H 2.063 1.509 1.888
H -2.779 4.695 4.221
H -0.713 2.215 0.949
H 0.606 0.387 2.650
H -3.737 3.095 4.254
H 0.826 -1.279 3.208
H -1.203 3.357 -3.367
H 6.480 0.819 -0.601
H -2.993 3.841 6.643
H 4.234 1.586 -2.530
H -2.061 3.622 0.848
H -3.216 -1.430 -2.679
*
```

Its calculated total energy is -89644.692 eV. For the HOMO-LUMO gap (spin up / spin down), the calculation gives 6.45 / 3.24 eV. For the highest occupied orbital energy (spin up / spin down), the calculation gives -11.5070 / -11.5068 eV. Its expectation value of S² is 0.757. The value obtained for the lowest unoccupied orbital energy (spin up / spin down) is -5.06 / -8.27 eV.

These are the Mulliken partial charges, in e, on atoms 1 to 5: 0.941 1.172 1.143 1.094 -0.547



No. 2
ORCA calculation (the ωB97M-V functional and the def2-TZVPD basis) on a cluster of 3 separate species, C17H37B2BrClFNO10P2S in total at a distorted geometry.

Structure (ORCA input):
```
! wB97M-V def2-TZVPD RIJCOSX def2/J DEFGRID3
* xyz -1 1
Br -0.413 -2.314 -4.928
Cl -3.214 -0.808 1.964
S 3.092 -2.725 -2.024
P -2.177 -2.003 -1.253
P 2.720 0.821 -3.088
F 4.653 -2.184 -1.565
O 0.168 -0.975 -1.921
O 1.532 0.352 -4.261
O 3.591 -1.395 1.265
O 3.123 -4.296 -1.870
O -1.501 6.047 3.030
O 2.949 2.404 -3.306
O 0.598 -2.981 -0.911
O 1.085 2.351 2.489
O 2.687 -2.444 -3.479
O 4.313 0.117 -3.442
N 2.751 -3.811 1.354
C 1.226 2.991 3.531
C -3.576 5.567 1.949
C 1.823 -2.132 -0.723
C -1.285 -5.655 -2.196
C 0.864 4.450 3.607
C 1.202 -0.606 -0.895
C -0.382 -3.324 -3.172
C -0.309 -0.835 1.447
C 1.767 2.344 4.778
C -2.491 7.900 1.894
C 2.285 0.574 -1.270
C -2.438 6.467 2.352
C -3.300 -1.326 -2.638
C -1.570 0.036 2.097
C 0.392 0.105 0.330
C -1.581 -4.439 -3.275
C -2.968 -3.428 -0.267
B 2.750 -2.448 0.642
B -0.403 -2.368 -1.844
H -3.791 -2.151 -3.316
H -4.204 -0.767 -2.096
H 0.469 -0.944 2.346
H 4.511 -1.773 1.421
H -2.772 -0.474 -3.286
H -1.605 8.430 2.259
H 3.293 0.299 -0.694
H 1.024 2.400 5.577
H 5.027 0.622 -2.934
H 0.487 4.781 2.633
H -1.358 0.209 3.257
H -3.392 -4.210 -1.048
H -3.631 5.504 0.859
H -2.133 -3.951 0.365
H -3.902 -3.078 0.381
H -0.476 0.753 -0.173
H -0.977 -5.233 -1.124
H -0.367 -6.295 -2.568
H -2.669 -4.017 -3.247
H 1.464 1.111 -4.912
H -1.460 -4.945 -4.351
H 1.984 1.290 4.575
H -2.499 7.941 0.802
H -2.190 -6.377 -2.021
H 2.692 2.840 5.082
H -3.403 4.562 2.349
H 0.622 -3.968 -3.103
H 1.749 5.039 3.858
H -0.592 -1.921 1.140
H -1.653 1.129 1.639
H 0.081 4.600 4.354
H 3.078 -4.575 0.723
H -3.382 8.386 2.300
H 1.988 1.649 -0.845
H 3.510 -3.751 2.098
H -4.515 5.950 2.356
H 1.031 0.906 0.946
*
```

Its calculated total energy is -156241.410 eV. For the HOMO-LUMO gap, the calculation gives 5.39 eV. For the highest occupied orbital energy, the calculation gives -3.3933 eV. The value obtained for the lowest unoccupied orbital energy is 2.00 eV.

These are the Mulliken partial charges, in e, on atoms 1 to 5: -0.268 -0.225 1.209 1.096 0.905



No. 3
ORCA calculation (the ωB97M-V functional and the def2-TZVPD basis) on a cluster of 3 separate species, C17H37BCl2N6O8S in total at a distorted geometry.

Structure (ORCA input):
```
! wB97M-V def2-TZVPD RIJCOSX def2/J DEFGRID3
* xyz 0 1
Cl -2.053 -2.631 -0.170
Cl -3.121 0.216 -1.023
S -2.139 2.985 2.004
O -1.378 3.146 0.623
O -3.969 2.805 7.900
O 0.451 -2.178 -4.683
O -3.526 3.176 1.713
O -1.666 4.007 2.879
O 1.845 2.402 -2.357
O 0.458 0.427 -0.791
O 0.953 -2.619 0.393
N -3.044 3.872 6.123
N -5.192 3.045 6.002
N -0.094 -1.821 -6.854
N -0.167 -3.948 -5.958
N 1.946 -4.703 0.623
N 3.810 0.904 -2.146
C -1.851 -0.652 -1.992
C 0.033 -0.282 3.232
C -0.151 -1.441 2.257
C 4.433 1.538 -3.336
C -0.970 -1.504 -1.064
C 2.940 -0.088 1.527
C 1.306 -0.044 -1.864
C -0.337 1.088 2.665
C -1.841 1.359 2.675
C 2.085 -3.283 0.925
C -2.575 -1.496 -2.997
C 0.653 -1.347 0.948
C 4.404 1.549 -0.951
C 1.887 -0.604 1.202
C -4.060 3.213 6.756
C -0.227 -0.586 -0.108
C 0.088 -2.619 -5.760
B 2.357 1.117 -2.137
H -3.098 4.213 5.179
H 0.085 -0.841 -6.741
H 0.057 1.269 1.672
H -2.184 1.442 3.698
H -2.197 4.012 6.639
H 0.124 1.842 3.295
H 1.216 -4.840 -0.058
H -1.256 0.119 -2.453
H -5.285 3.373 5.059
H 1.020 -0.224 3.667
H 3.921 0.202 1.753
H 4.972 2.440 -1.206
H -0.392 -2.162 -7.748
H -0.467 -4.332 -6.833
H -1.210 -1.583 2.091
H 2.996 -2.949 0.447
H -1.895 -2.175 -3.497
H -0.315 -2.103 -1.679
H 3.628 1.844 -0.247
H 1.906 2.861 -1.512
H 2.144 -3.192 2.006
H 5.504 1.420 -3.223
H 0.191 -2.338 2.771
H 1.836 -0.935 -1.544
H -3.337 -2.111 -2.541
H 4.140 1.048 -4.255
H 1.771 -5.239 1.455
H -2.423 0.678 2.064
H -3.093 -0.872 -3.712
H -0.042 -4.560 -5.174
H 4.230 2.609 -3.343
H -5.960 2.566 6.431
H 5.077 0.865 -0.447
H 0.744 -0.242 -2.778
H -1.011 -0.094 0.448
H -2.041 3.460 -0.005
H -0.644 -0.472 4.063
*
```

Its calculated total energy is -80106.495 eV. The SMILES is C#C[C@](CCCCS(=O)(=O)O)(OCN)[C@@H](OCB(O)N(C)C)[C@@H](Cl)[C@@H](C)Cl.NC(N)=O.NC(N)=O. For the HOMO-LUMO gap, the calculation gives 9.13 eV. For the highest occupied orbital energy, the calculation gives -8.8118 eV. The value obtained for the lowest unoccupied orbital energy is 0.32 eV.

These are the Mulliken partial charges, in e, on atoms 1 to 5: -0.165 -0.205 1.242 -0.358 -0.651



No. 4
ORCA calculation (the ωB97M-V functional and the def2-TZVPD basis) on a cluster of 3 separate species, C17H37BrNO4S2 in total at a distorted geometry.

Structure (ORCA input):
```
! wB97M-V def2-TZVPD RIJCOSX def2/J DEFGRID3
* xyz -1 1
Br -3.447 0.104 -0.036
S -0.281 0.130 0.777
S 0.169 -2.454 -0.471
O 0.702 -0.170 1.934
O -1.127 -3.158 -0.006
O 0.504 -3.060 -1.890
O -0.087 1.660 0.439
N 0.034 -0.730 -0.708
C -3.523 -2.270 2.063
C 1.351 -3.340 2.112
C 6.084 -1.244 3.806
C -2.040 -0.023 1.422
C 4.386 0.547 1.875
C 1.557 -2.999 0.661
C -6.145 3.103 -5.223
C -5.098 2.630 -2.905
C -6.796 4.422 -4.836
C -3.665 2.983 -3.314
C -5.999 2.137 -4.044
C -2.235 -1.317 2.411
C 5.037 -0.772 1.488
C -2.889 1.793 -3.857
C 5.183 -1.738 2.667
C 8.294 -2.082 2.854
C 7.518 -0.892 3.397
H 4.419 -1.252 0.720
H -2.836 0.992 -3.115
H 6.011 -0.580 1.022
H 8.044 -0.506 4.281
H -5.621 1.180 -4.420
H -6.197 4.968 -4.102
H -4.575 -1.721 2.194
H 2.002 -2.727 2.882
H 2.659 -3.103 0.223
H -6.903 5.062 -5.717
H -5.066 1.854 -2.130
H -2.223 0.944 2.099
H -5.555 3.507 -2.432
H -3.545 -3.257 2.733
H 3.390 0.382 2.296
H 7.519 -0.081 2.660
H 4.280 1.187 0.994
H -3.347 1.394 -4.766
H -1.259 -1.985 2.322
H 9.316 -1.782 2.606
H 4.985 1.094 2.609
H -6.764 2.623 -5.991
H 5.561 -2.695 2.291
H -1.866 2.093 -4.105
H 7.836 -2.481 1.945
H -2.284 -0.989 3.552
H -3.536 -2.670 0.939
H 8.346 -2.883 3.596
H -3.663 3.793 -4.051
H -5.171 3.295 -5.689
H 4.189 -1.949 3.080
H -6.993 1.926 -3.631
H 6.117 -2.020 4.581
H -3.139 3.368 -2.430
H 0.545 -4.131 2.473
H -7.793 4.256 -4.415
H 5.628 -0.367 4.279
*
```

Its calculated total energy is -119616.811 eV. For the HOMO-LUMO gap, the calculation gives 7.92 eV. For the highest occupied orbital energy, the calculation gives -5.8153 eV. The value obtained for the lowest unoccupied orbital energy is 2.10 eV.

These are the Mulliken partial charges, in e, on atoms 1 to 5: -0.133 1.071 0.925 -0.561 -0.604



No. 5
ORCA calculation (the ωB97M-V functional and the def2-TZVPD basis) on a cluster of 8 separate species, C17H37Cl10NO7 in total at a distorted geometry.

Structure (ORCA input):
```
! wB97M-V def2-TZVPD RIJCOSX def2/J DEFGRID3
* xyz 0 1
Cl 11.866 18.645 -9.808
Cl 10.315 14.008 -14.584
Cl 15.285 10.286 -12.078
Cl 8.537 10.196 -13.199
Cl 10.563 10.412 -11.097
Cl 7.451 17.501 -16.532
Cl 13.898 10.877 -14.605
Cl 9.674 16.461 -18.159
Cl 10.335 16.158 -9.943
Cl 11.715 13.666 -12.109
O 7.630 14.070 -12.587
O 13.506 15.203 -15.578
O 6.910 16.142 -13.010
O 15.794 15.233 -15.655
O 10.141 10.842 -18.048
O 6.739 14.653 -14.565
O 14.689 16.794 -16.617
N 9.273 7.237 -17.496
C 8.246 16.038 -17.157
C 9.607 11.573 -16.978
C 16.262 14.035 -13.605
C 9.514 9.591 -18.239
C 13.584 17.602 -16.943
C 7.149 16.608 -11.692
C 11.003 14.871 -13.198
C 13.768 10.840 -12.869
C 9.793 8.559 -17.140
C 15.915 13.940 -15.068
C 7.133 14.885 -13.332
C 9.118 11.146 -11.829
C 10.753 17.567 -8.964
C 6.815 13.312 -15.027
C 7.879 17.931 -11.757
C 11.292 8.456 -16.891
C 14.554 15.693 -15.912
H 9.347 8.859 -16.190
H 8.311 7.314 -17.824
H 8.359 11.145 -11.056
H 13.024 17.875 -16.050
H 8.692 17.899 -12.483
H 9.763 6.907 -18.328
H 8.580 15.478 -16.293
H 7.561 15.477 -17.778
H 8.219 18.253 -10.771
H 12.912 17.103 -17.647
H 15.106 13.239 -15.254
H 17.138 14.627 -13.337
H 8.440 9.785 -18.399
H 15.430 14.401 -12.992
H 11.175 17.170 -8.050
H 16.771 13.458 -15.555
H 13.525 11.816 -12.470
H 13.006 10.128 -12.578
H 9.657 10.988 -16.051
H 13.929 18.484 -17.475
H 9.851 9.170 -19.192
H 11.542 7.775 -16.074
H 6.172 16.730 -11.219
H 10.197 12.463 -16.785
H 9.849 18.145 -8.819
H 11.759 9.401 -16.628
H 7.717 15.892 -11.101
H 7.260 18.777 -12.073
H 11.775 8.021 -17.773
H 8.535 11.784 -17.085
H 6.420 13.291 -16.040
H 10.244 15.378 -12.616
H 6.159 12.688 -14.418
H 9.364 12.156 -12.125
H 16.477 13.053 -13.168
H 7.833 12.933 -15.007
H 11.786 15.506 -13.596
*
```

Its calculated total energy is -159275.882 eV. The SMILES is COC[C@H](C)N.CCOC(=O)OC.CCOC(=O)OC.ClCCl.ClCCl.ClCCl.ClCCl.ClCCl. For the HOMO-LUMO gap, the calculation gives 9.53 eV. For the highest occupied orbital energy, the calculation gives -9.1540 eV. The value obtained for the lowest unoccupied orbital energy is 0.38 eV.

These are the Mulliken partial charges, in e, on atoms 1 to 5: -0.156 0.045 -0.202 -0.145 -0.173



No. 6
ORCA calculation (the ωB97M-V functional and the def2-TZVPD basis) on a cluster of 5 separate species, C17H37ClO5PS in total at a distorted geometry.

Structure (ORCA input):
```
! wB97M-V def2-TZVPD RIJCOSX def2/J DEFGRID3
* xyz 1 1
Cl -0.220 3.108 -1.228
S -1.310 0.175 -0.656
P -0.629 1.454 -2.331
O 0.765 -0.954 1.710
O 0.524 3.563 4.379
O -3.174 -4.563 -1.762
O 5.417 5.241 -1.846
O 0.791 0.709 -2.391
C 4.478 4.456 0.194
C -1.582 -1.683 -2.761
C -0.633 -2.897 -2.722
C -3.454 -5.676 -1.366
C -1.402 4.861 3.861
C -4.486 -6.522 -2.062
C -2.782 -6.275 -0.158
C 4.251 3.180 -2.031
C 1.077 0.156 2.083
C 0.355 -2.897 -1.546
C 1.140 0.543 3.532
C -0.355 4.802 6.206
C -0.324 4.330 4.776
C 4.783 4.385 -1.284
C 0.170 -2.896 -4.049
C -2.142 -1.262 -1.396
C 1.413 1.237 1.080
H -1.973 -2.059 -0.674
H 2.427 1.608 1.233
H 0.547 -3.923 -1.229
H -4.035 -7.451 -2.411
H 4.911 5.361 0.611
H 1.136 -2.407 -3.918
H 4.662 2.262 -1.606
H 0.011 -2.378 -0.651
H 0.879 -0.313 4.151
H 0.467 4.352 6.757
H -2.304 0.918 -0.149
H 1.241 0.934 -3.215
H -1.347 5.949 3.810
H -0.351 -2.329 -4.824
H 4.899 3.589 0.707
H -5.294 -6.766 -1.372
H 3.398 4.468 0.356
H -1.299 4.519 6.674
H 0.714 2.064 1.198
H -1.097 -0.879 -3.313
H -2.061 -5.570 0.250
H -0.261 5.888 6.244
H -2.386 4.581 4.240
H -2.266 -7.195 -0.436
H -1.241 -3.794 -2.749
H -4.893 -5.980 -2.912
H 0.452 1.361 3.732
H 0.346 -3.900 -4.424
H 1.321 -2.478 -1.819
H 2.148 0.874 3.785
H -3.525 -6.511 0.604
H 4.538 3.247 -3.078
H -2.456 -1.958 -3.352
H 1.336 0.826 0.076
H -1.269 4.449 2.863
H 3.161 3.148 -1.955
H -3.212 -1.081 -1.439
*
```

Its calculated total energy is -61107.146 eV. For the HOMO-LUMO gap, the calculation gives 7.80 eV. For the highest occupied orbital energy, the calculation gives -11.5214 eV. The value obtained for the lowest unoccupied orbital energy is -3.72 eV. The energy above the lowest of the compared OMol25 structures with the same formula, charge and spin is 7.48 kcal/mol.

These are the Mulliken partial charges, in e, on atoms 1 to 5: -0.123 -0.062 0.281 -0.522 -0.548



Q: The highest calculated total energy belongs to which entry?
A: C17H37ClO5PS



What did the sixth record say?
ORCA calculation (the ωB97M-V functional and the def2-TZVPD basis) on a cluster of 5 separate species, C17H37ClO5PS in total at a distorted geometry.

Structure (ORCA input):
```
! wB97M-V def2-TZVPD RIJCOSX def2/J DEFGRID3
* xyz 1 1
Cl -0.220 3.108 -1.228
S -1.310 0.175 -0.656
P -0.629 1.454 -2.331
O 0.765 -0.954 1.710
O 0.524 3.563 4.379
O -3.174 -4.563 -1.762
O 5.417 5.241 -1.846
O 0.791 0.709 -2.391
C 4.478 4.456 0.194
C -1.582 -1.683 -2.761
C -0.633 -2.897 -2.722
C -3.454 -5.676 -1.366
C -1.402 4.861 3.861
C -4.486 -6.522 -2.062
C -2.782 -6.275 -0.158
C 4.251 3.180 -2.031
C 1.077 0.156 2.083
C 0.355 -2.897 -1.546
C 1.140 0.543 3.532
C -0.355 4.802 6.206
C -0.324 4.330 4.776
C 4.783 4.385 -1.284
C 0.170 -2.896 -4.049
C -2.142 -1.262 -1.396
C 1.413 1.237 1.080
H -1.973 -2.059 -0.674
H 2.427 1.608 1.233
H 0.547 -3.923 -1.229
H -4.035 -7.451 -2.411
H 4.911 5.361 0.611
H 1.136 -2.407 -3.918
H 4.662 2.262 -1.606
H 0.011 -2.378 -0.651
H 0.879 -0.313 4.151
H 0.467 4.352 6.757
H -2.304 0.918 -0.149
H 1.241 0.934 -3.215
H -1.347 5.949 3.810
H -0.351 -2.329 -4.824
H 4.899 3.589 0.707
H -5.294 -6.766 -1.372
H 3.398 4.468 0.356
H -1.299 4.519 6.674
H 0.714 2.064 1.198
H -1.097 -0.879 -3.313
H -2.061 -5.570 0.250
H -0.261 5.888 6.244
H -2.386 4.581 4.240
H -2.266 -7.195 -0.436
H -1.241 -3.794 -2.749
H -4.893 -5.980 -2.912
H 0.452 1.361 3.732
H 0.346 -3.900 -4.424
H 1.321 -2.478 -1.819
H 2.148 0.874 3.785
H -3.525 -6.511 0.604
H 4.538 3.247 -3.078
H -2.456 -1.958 -3.352
H 1.336 0.826 0.076
H -1.269 4.449 2.863
H 3.161 3.148 -1.955
H -3.212 -1.081 -1.439
*
```

Its calculated total energy is -61107.146 eV. For the HOMO-LUMO gap, the calculation gives 7.80 eV. For the highest occupied orbital energy, the calculation gives -11.5214 eV. The value obtained for the lowest unoccupied orbital energy is -3.72 eV. The energy above the lowest of the compared OMol25 structures with the same formula, charge and spin is 7.48 kcal/mol.

These are the Mulliken partial charges, in e, on atoms 1 to 5: -0.123 -0.062 0.281 -0.522 -0.548



Q: Which of these has the lowest calculated total energy?
A: C17H37Cl10NO7